A) Entry from OMol25: a molecular structure, C3H6N2S (wB97M-V/def2-TZVPD).

## Properties
E_LUMO: 0.782 eV
Orbital gap: 9.198 eV

Geometry as XYZ:
```
12
C3H6N2S, DFT wB97M-V/def2-TZVPD
C -0.36911 -0.12509 -0.01136
C 0.04319 0.54573 -1.20710
C 0.38311 0.49803 1.15168
H 0.18437 -1.68566 1.11234
H -0.78523 -2.06523 -0.31984
H -1.39663 0.14140 0.23737
H -0.82123 0.70046 -1.92253
H 0.62979 -0.27312 -1.60434
H 0.29057 0.10375 2.16518
N 0.06007 -1.47299 0.01731
N 1.10269 1.50647 0.92974
S 0.67842 2.12626 -0.54844
```

The computed Löwdin charges, all in e, follow:
1. C -0.59
2. C -0.43
3. C -0.27
4. H 0.13
5. H 0.12
6. H 0.15
7. H 0.10
8. H 0.09
9. H 0.12
10. N 0.01
11. N -0.29
12. S 0.86


B) Entry from OMol25: a molecular structure, C3H6N2S (wB97M-V/def2-TZVPD).

## Properties
E_LUMO: 0.275 eV
Orbital gap: 8.723 eV

Geometry as XYZ:
```
12
C3H6N2S, DFT wB97M-V/def2-TZVPD
C 1.17249 -0.40637 -0.24978
C 0.80111 0.96108 -0.25547
C -0.62785 1.45830 0.13358
H 0.17635 -0.76678 1.42728
H 0.99501 -2.18866 0.54004
H 1.93230 -0.71606 -0.81786
H 1.47400 1.44837 -0.98460
H -0.52387 2.31224 0.63957
H -1.47129 -1.11457 -0.84433
N 0.44743 -1.39806 0.34271
N -1.87241 0.97993 0.27528
S -2.50326 -0.56943 -0.20641
```

The computed Löwdin charges, all in e, follow:
1. C -0.26
2. C -0.07
3. C -0.23
4. H 0.25
5. H 0.05
6. H 0.06
7. H 0.08
8. H 0.03
9. H -0.19
10. N -0.01
11. N -0.38
12. S 0.68


C) Entry from OMol25: C3H6N2S in the gas phase (wB97M-V/def2-TZVPD).

## Properties
E_LUMO: 0.607 eV
Orbital gap: 8.875 eV
SMILES: C1=NCCSN1

Geometry as XYZ:
```
12
C3H6N2S, DFT wB97M-V/def2-TZVPD
C 0.81764 0.99499 0.23916
C -0.55732 1.07293 -0.31726
C -0.81876 -1.29501 -0.22204
H 1.21126 1.97059 0.15754
H 0.83139 0.75781 1.34384
H -1.18242 1.82348 0.34414
H -0.65439 1.31880 -1.35126
H -1.39639 -2.23277 -0.00262
H 0.82348 -2.52033 0.39542
N -1.33392 -0.20022 -0.30142
N 0.50036 -1.35516 0.13146
S 1.75907 -0.33511 -0.41698
```

The computed Löwdin charges, all in e, follow:
1. C -0.54
2. C -0.27
3. C -0.38
4. H 0.06
5. H 0.10
6. H 0.15
7. H 0.10
8. H 0.13
9. H 0.20
10. N 0.01
11. N -0.41
12. S 0.86


Which of them is least stable? Easy: B).


A) Entry from OMol25: C3H6N2S in the gas phase (wB97M-V/def2-TZVPD).

## Properties
E_LUMO: -0.888 eV
Orbital gap: 8.274 eV
SMILES: [H]/N=C(/N)C(C)=S

Geometry as XYZ:
```
12
C3H6N2S, DFT wB97M-V/def2-TZVPD
C 1.06820 1.63565 0.29642
C 0.47259 0.24969 0.25396
C -1.08537 0.06379 0.00008
H 0.83669 2.03525 -0.65572
H 2.09787 1.29594 0.64848
H 0.52780 2.36357 1.17081
H -2.72817 -1.15774 -0.11442
H -1.21788 -2.03764 0.26364
H -0.83181 1.77729 -0.48566
N -1.71252 -1.17969 0.47001
N -1.75758 1.06323 -0.52881
S 1.42961 -0.94726 -0.23240
```

The computed Löwdin charges, all in e, follow:
1. C -0.18
2. C -0.77
3. C -0.52
4. H 0.05
5. H 0.07
6. H 0.16
7. H 0.17
8. H 0.03
9. H 0.08
10. N 0.04
11. N 0.09
12. S 0.77


B) Entry from OMol25: C3H6N2S in the gas phase (wB97M-V/def2-TZVPD).

## Properties
E_LUMO: 0.736 eV
Orbital gap: 8.276 eV
SMILES: C1=NNCCS1

Geometry as XYZ:
```
12
C3H6N2S, DFT wB97M-V/def2-TZVPD
C -0.42080 -0.44740 -0.85454
C -0.12082 -1.32305 0.38279
C 0.21605 1.31711 1.30170
H 0.23653 -1.00423 -1.70018
H -1.50922 -0.21588 -1.03070
H 0.86771 -2.09747 0.02628
H -0.94121 -2.04030 0.58493
H 0.49761 2.29225 2.03027
H 0.25272 1.31602 -1.80618
N 0.27409 1.63456 0.07882
N 0.37293 0.84269 -0.78943
S 0.27441 -0.27430 1.77625
```

The computed Löwdin charges, all in e, follow:
1. C -0.23
2. C -0.52
3. C -0.59
4. H 0.15
5. H 0.12
6. H 0.15
7. H 0.06
8. H 0.14
9. H 0.18
10. N -0.18
11. N -0.17
12. S 0.88


Which of them is least stable? Easy: B).


A) Entry from OMol25: 2 unconnected molecules or ions with the total composition C3H6N2S (wB97M-V/def2-TZVPD).

## Properties
E_LUMO: -1.236 eV
Orbital gap: 6.771 eV

Geometry as XYZ:
```
12
C3H6N2S, DFT wB97M-V/def2-TZVPD
C 0.59422 0.30154 -0.00616
C -0.29235 -0.86121 -0.14397
C -1.71653 -0.82959 0.10683
H 0.46349 2.37434 1.24712
H -0.83147 1.74177 -0.23234
H 2.52497 0.23853 -0.71047
H 1.95180 -1.20772 0.41236
H 0.20090 -1.91801 -0.48216
H -2.10892 -1.85471 -0.14027
N 0.12600 1.65462 -0.29539
N 1.81107 -0.07863 0.21260
S -2.72317 0.43905 0.03185
```

The computed Löwdin charges, all in e, follow:
1. C -0.57
2. C -0.18
3. C -0.72
4. H 0.29
5. H -0.14
6. H 0.21
7. H 0.17
8. H 0.13
9. H 0.05
10. N 0.10
11. N 0.03
12. S 0.62


B) Entry from OMol25: C3H6N2S in the gas phase (wB97M-V/def2-TZVPD).

## Properties
E_LUMO: 0.041 eV
Orbital gap: 8.938 eV
SMILES: C/N=C\NC=S

Geometry as XYZ:
```
12
C3H6N2S, DFT wB97M-V/def2-TZVPD
C 0.15318 0.00840 -1.71168
C -1.22774 -0.41424 0.18518
C 0.91393 0.33753 1.31466
H 0.02310 -0.05137 -2.80477
H 1.03929 -0.60941 -1.45192
H 0.45661 1.07519 -1.52827
H -2.19208 -0.74514 0.58599
H -0.81590 -0.24162 2.17485
H 1.35065 0.48349 0.31580
N -1.06449 -0.38477 -1.04939
N -0.37491 -0.10166 1.28126
S 1.73836 0.64360 2.68829
```

The computed Löwdin charges, all in e, follow:
1. C -0.16
2. C -0.22
3. C -0.74
4. H 0.07
5. H 0.08
6. H 0.09
7. H 0.12
8. H 0.11
9. H 0.04
10. N 0.00
11. N -0.02
12. S 0.61


Which of them is least stable? Easy: A).